Entry from the Open Molecules 2025 dataset: 2 unconnected molecules or ions with the total composition C28H16BrClN2O9S at a distorted geometry (ωB97M-V/def2-TZVPD).

Each line ends with the Löwdin charge.
Atoms and positions in Å:
1 N -4.35157 1.74735 0.59309  0.122
2 C -3.35345 2.19492 -0.32964  -0.500
3 O -3.68800 2.76124 -1.34611  0.054
4 C -1.89933 1.94767 0.01921  -0.088
5 C -1.14039 1.36628 -1.20987  -0.095
6 C -0.29901 0.15929 -0.88561  -0.068
7 C -0.87034 -1.06559 -0.51656  -0.178
8 C -2.36167 -1.26932 -0.42308  -0.106
9 C -3.02200 -1.84993 -1.66397  -0.729
10 O -4.18988 -2.00447 -1.76380  0.061
11 Cl -1.92610 -2.33263 -3.00776  0.637
12 C -0.07357 -2.16499 -0.24929  0.012
13 C 1.30821 -2.13593 -0.33491  -0.144
14 C 2.14734 -3.35188 -0.04107  -0.125
15 C 1.44887 -4.65723 -0.35497  -0.787
16 O 1.21116 -5.50143 0.43638  0.057
17 Br 0.93911 -4.95602 -2.22936  0.661
18 C 1.89518 -0.92712 -0.70358  -0.031
19 C 1.09535 0.19384 -0.96722  -0.004
20 C 1.83552 1.44527 -1.34343  -0.253
21 O 1.58179 2.54171 -0.91337  0.144
22 C 2.99490 1.20426 -2.27782  -0.018
23 C 3.28518 2.03724 -3.35229  -0.194
24 N 2.43775 3.15986 -3.63455  0.114
25 C 2.73518 4.24323 -3.16899  -0.767
26 S 3.00886 5.56118 -2.38719  0.763
27 C 4.37999 1.74265 -4.15636  -0.017
28 C 5.16045 0.63566 -3.87053  -0.072
29 C 4.88415 -0.19811 -2.80076  -0.008
30 C 3.77888 0.08669 -2.01507  -0.077
31 C 3.36929 -0.78346 -0.86594  -0.271
32 O 4.18597 -1.33405 -0.15994  0.119
33 H -3.95355 1.78816 1.52954  0.085
34 H -4.63063 0.79285 0.40243  0.081
35 H -1.81576 1.31408 0.90677  0.072
36 H -1.48120 2.93532 0.22139  0.131
37 H -1.86677 1.05884 -1.97050  0.118
38 H -0.56403 2.15994 -1.66824  0.102
39 H -2.54435 -1.97902 0.38619  0.139
40 H -2.89031 -0.36926 -0.13223  0.092
41 H -0.54262 -3.09815 0.04692  0.134
42 H 2.42365 -3.42254 1.01086  0.142
43 H 3.08031 -3.35828 -0.60465  0.116
44 H 4.57619 2.39539 -4.99689  0.115
45 H 6.01648 0.43880 -4.50531  0.103
46 H 5.50493 -1.05608 -2.58240  0.119
47 C -1.97196 1.39493 5.41447  -0.037
48 C -1.77286 1.29277 4.03832  -0.428
49 C -2.18312 -0.05473 3.40297  -0.374
50 O -2.09830 -0.18403 2.15211  -0.088
51 C -2.63499 -1.09212 4.23070  -0.033
52 C -2.82645 -1.00747 5.62576  -0.411
53 C -2.50721 0.37947 6.26255  -0.405
54 O -2.71506 0.57574 7.46724  -0.046
55 O -3.22231 -1.92325 6.35927  -0.041
56 O -1.31524 2.17346 3.27358  -0.069
57 H -1.71542 2.32231 5.91941  0.085
58 H -2.85072 -2.03079 3.72385  0.085

Atoms 1-3, force components in eV/Å:
0.43 0.65 0.15
-0.41 0.01 0.04
0.09 -0.29 -0.22

Computed properties:
- Molar mass: 671.87 g mol⁻¹
- Max |F|: 1.12 eV Å⁻¹
- HOMO level: -0.666 eV
- Calculated total energy: -5295.74768 Eh
- Orbital gap: 0.1222 hartree
- Total charge: -2


Entry from the Open Molecules 2025 dataset: a molecular structure, C8H8NOReSSe4 at a distorted geometry (ωB97M-V/def2-TZVPD).

Each line ends with the Löwdin charge.
Atoms and positions in Å:
1 Re 1.49745 -1.43069 0.62111  0.676
2 Se 3.44690 -2.64660 -0.16320  0.213
3 Se 4.84229 -2.58723 1.72272  0.061
4 Se 3.39998 -3.22437 3.44486  0.079
5 Se 1.46316 -2.00706 3.00450  0.152
6 N -0.77229 -3.61578 0.20995  0.051
7 C 0.13916 -2.93229 0.41370  -0.518
8 C 1.40331 2.68092 -0.19816  -0.160
9 S 1.04734 1.02058 0.40978  0.910
10 O 1.94635 0.15411 -0.50886  -0.653
11 C -0.60007 0.76134 -0.20683  -0.440
12 C -0.80235 0.56234 -1.56848  -0.063
13 C -2.09413 0.35244 -2.01551  -0.031
14 C -3.15286 0.35823 -1.11298  -0.023
15 C -2.93078 0.53939 0.24567  -0.036
16 C -1.64277 0.74076 0.71367  -0.070
17 H 1.18576 2.69946 -1.26433  0.078
18 H 2.45944 2.87066 -0.01170  0.076
19 H 0.78043 3.38314 0.35255  0.082
20 H 0.03388 0.55140 -2.25702  0.124
21 H -2.27457 0.17349 -3.06630  0.124
22 H -4.16075 0.20953 -1.47602  0.124
23 H -3.76037 0.51207 0.93808  0.123
24 H -1.45453 0.87416 1.77277  0.122

Atoms 1-3, force components in eV/Å:
0.89 -3.59 1.07
-0.54 -0.05 0.08
-0.16 0.47 0.10

Computed properties:
- Molar mass: 668.27 g mol⁻¹
- Expectation value of S²: 3.80
- Max |F|: 3.85 eV Å⁻¹
- HOMO level (alpha / beta): -11.168 / -11.360 eV
- Calculated total energy: -10521.50529 Eh
- ΔE to the lowest compared entry with this formula, charge and spin: 14.9 kcal per mole
- Spin multiplicity: 4
- Orbital gap (alpha / beta): 0.2031 / 0.2057 hartree
- Total charge: +1


Entry from the Open Molecules 2025 dataset: a molecular structure, C9H16GaN2O5 at a distorted geometry (ωB97M-V/def2-TZVPD).

Each line ends with the Löwdin charge.
Atoms and positions in Å:
1 O -4.63911 -3.61928 -2.38417  -0.045
2 C -4.73247 -2.42837 -2.79338  -0.503
3 O -5.33973 -2.24734 -4.09053  -0.032
4 C -4.21692 -1.24586 -1.88705  -0.183
5 Ga -2.71462 -0.12109 -2.78583  0.390
6 O -0.98642 -0.39078 -1.96259  -0.402
7 C -3.20584 1.87753 -2.37877  -0.684
8 O -2.19235 2.67747 -2.28675  -0.266
9 O -4.51765 2.29953 -2.22859  -0.334
10 H -6.30368 -2.29442 -3.88364  0.099
11 H -5.09966 -0.54024 -1.69296  0.063
12 H -3.83604 -1.62927 -0.87931  0.053
13 H -2.57924 -0.38480 -4.36735  -0.066
14 H -1.14753 -0.26048 -1.00165  -0.067
15 C 4.51799 -1.26388 3.31079  -0.073
16 C 4.26951 -0.76342 1.89993  -0.168
17 N 3.02639 0.00478 1.77954  -0.056
18 C 1.76659 -0.40606 2.16776  0.011
19 C 0.90606 0.58607 1.82126  0.027
20 N 1.65108 1.56728 1.20848  -0.077
21 C 2.93440 1.20727 1.20161  -0.008
22 C 1.13220 2.80766 0.63030  0.039
23 H 3.71947 -1.92981 3.64449  0.073
24 H 5.45614 -1.82012 3.35432  0.084
25 H 4.57546 -0.43047 4.01509  0.085
26 H 4.20964 -1.60093 1.20053  0.136
27 H 5.09823 -0.12489 1.58528  0.125
28 H 1.63818 -1.36187 2.64314  0.134
29 H -0.15811 0.71508 1.91919  0.148
30 H 3.75043 1.77824 0.78564  0.170
31 H 1.37728 2.83255 -0.43199  0.117
32 H 1.59075 3.65686 1.13825  0.098
33 H 0.04958 2.85306 0.74895  0.113

Atoms 1-3, force components in eV/Å:
-0.25 3.13 -1.59
0.73 -2.43 2.79
-0.28 0.52 2.01

Computed properties:
- Molar mass: 301.96 g mol⁻¹
- Max |F|: 4.95 eV Å⁻¹
- HOMO level: -1.305 eV
- Calculated total energy: -2762.92737 Eh
- Orbital gap: 0.0825 hartree
- Total charge: -1


Entry from the Open Molecules 2025 dataset: a single C12H12OS molecule at a distorted geometry (ωB97M-V/def2-TZVPD).

Each line ends with the Löwdin charge.
Atoms and positions in Å:
1 C 0.21429 -2.21731 0.55844  -0.079
2 C 1.44946 -1.72605 0.69832  -0.103
3 C -0.53212 -1.81975 -0.65624  -0.052
4 C 1.93313 -0.82960 -0.37239  -0.084
5 C -0.14738 0.82151 -2.24500  -0.069
6 C -1.22982 0.08781 -1.94598  -0.065
7 C -1.69526 -0.03521 0.49898  -0.064
8 C -0.86068 0.70614 1.21762  -0.347
9 C 1.26837 1.14668 -1.71133  -0.192
10 C -1.39667 -0.78968 -0.74400  -0.208
11 C 1.72136 0.49178 -0.43383  -0.333
12 C -1.28990 1.38145 2.48437  -0.120
13 O 1.59725 0.66925 2.19278  -0.516
14 S 0.93108 1.28347 1.03680  0.991
15 H -0.23240 -2.85393 1.31082  0.113
16 H 2.07144 -1.95752 1.54822  0.111
17 H -0.18404 -2.28085 -1.57520  0.122
18 H 2.34607 -1.33025 -1.24632  0.129
19 H -0.26677 1.40893 -3.15460  0.098
20 H -2.07137 0.17158 -2.62393  0.099
21 H -2.71723 -0.13145 0.85860  0.118
22 H 1.95510 0.88489 -2.52383  0.119
23 H 1.29205 2.23600 -1.59615  0.103
24 H -0.52708 1.23482 3.24726  0.067
25 H -2.23627 0.99356 2.85477  0.083
26 H -1.39259 2.45374 2.32182  0.080

Atoms 1-3, force components in eV/Å:
0.09 -0.07 0.17
-0.13 -0.25 0.23
-0.55 0.02 -0.12

Computed properties:
- Molar mass: 204.29 g mol⁻¹
- Max |F|: 3.13 eV Å⁻¹
- HOMO level: -8.644 eV
- Calculated total energy: -937.68879 Eh
- ΔE to the lowest compared entry with this formula, charge and spin: 60.1 kcal per mole
- Orbital gap: 0.3300 hartree
- Total charge: 0


Entry from the Open Molecules 2025 dataset: 2 unconnected molecules or ions with the total composition C5H10O (ωB97M-V/def2-TZVPD).

Each line ends with the Löwdin charge.
Atoms and positions in Å:
1 C 2.18371 0.06019 -0.20818  -0.102
2 C 1.36092 -0.60064 -1.01136  -0.096
3 C -1.00411 -0.14195 0.39391  -0.517
4 O -0.62154 -1.16007 1.21846  0.021
5 C -0.40001 1.16679 0.78337  -0.046
6 C -1.94385 -0.25926 -0.54765  0.035
7 H 2.46723 1.09055 -0.40988  0.061
8 H 2.50135 -0.36298 0.74215  0.066
9 H 0.67342 1.10726 0.96909  0.043
10 H 0.99786 -1.58685 -0.74376  0.056
11 H 0.93131 -0.14017 -1.89546  0.064
12 H -0.95722 -1.98744 0.84608  0.110
13 H -0.89117 1.47650 1.70872  0.092
14 H -0.58307 1.91042 0.00229  0.093
15 H -2.60090 -1.12354 -0.60110  0.060
16 H -2.11393 0.55121 -1.24667  0.060

Atoms 1-3, force components in eV/Å:
-0.03 -0.16 -0.19
0.26 0.08 0.00
-0.47 0.34 0.00

Computed properties:
- Molar mass: 86.13 g mol⁻¹
- Max |F|: 0.58 eV Å⁻¹
- HOMO level: -8.836 eV
- Calculated total energy: -271.67851 Eh
- ΔE to the lowest compared entry with this formula, charge and spin: 46.5 kcal per mole
- Orbital gap: 0.3582 hartree
- Total charge: 0


Among the records above, which one has the lowest calculated total energy?
C8H8NOReSSe4